A cluster of 9 separate species, C44H85N9 in total in a non-equilibrium geometry. Source: OMol25; level of theory: the ωB97M-V functional and the def2-TZVPD basis.

XYZ file:
```
138
Properties=species:S:1:pos:R:3
N -0.87 3.01 -4.26
N 6.28 -0.11 2.59
N -0.12 1.41 0.32
N -5.92 -2.00 2.36
N -4.18 0.42 -5.77
N 0.72 4.25 0.66
N -3.75 -3.64 -1.04
N 2.52 -3.83 2.60
N -0.76 -0.25 3.28
C -1.28 -0.26 -0.54
C -4.80 -1.23 2.46
C 5.25 -0.78 3.40
C 6.73 1.19 0.55
C -3.19 -0.87 -3.89
C 1.07 -5.79 1.94
C 5.65 -0.79 4.85
C -4.00 1.64 -6.54
C -0.63 0.67 4.28
C 1.99 4.42 1.37
C -6.41 -1.93 1.07
C -0.31 5.01 1.38
C 2.18 -2.96 1.47
C -2.80 -3.73 -2.01
C -3.34 0.49 -4.56
C -1.35 1.04 -0.15
C -2.27 4.43 -3.34
C 7.51 -0.89 2.49
C -5.58 0.24 -5.40
C 5.78 0.24 1.28
C 0.72 0.33 0.30
C -5.59 -1.09 0.36
C 0.82 4.78 -0.70
C 2.44 -5.24 2.25
C 3.11 -3.10 0.28
C 2.11 -2.22 4.48
C -1.94 4.88 -4.64
C 1.74 3.98 -1.58
C -1.39 -1.36 3.74
C 0.04 -0.70 -0.30
C -1.58 3.29 -3.11
C -6.43 -0.21 -6.53
C -1.72 4.71 0.94
C -1.59 -3.85 -1.39
C -1.85 -3.82 0.00
C -3.17 -3.61 0.19
C -1.68 -1.16 5.07
C 7.47 -2.14 1.62
C -4.57 -0.64 1.24
C -1.20 0.14 5.42
C -2.72 1.67 -7.37
C 2.07 3.56 2.63
C 1.68 -3.48 3.73
C -1.06 3.98 -5.18
H -4.27 -1.15 3.39
H -1.43 2.64 -2.26
H 4.31 -0.25 3.21
H 1.75 0.43 0.58
H -4.81 1.75 -7.25
H 1.61 2.58 2.50
H 2.88 -3.96 -0.36
H -7.21 -2.56 0.73
H 1.12 -3.11 1.22
H 8.28 -0.21 2.09
H -5.99 1.19 -5.00
H -2.31 -0.92 -3.25
H 1.66 4.33 -2.61
H 0.38 -5.70 2.78
H 1.43 -2.10 5.32
H -3.05 -3.79 -3.05
H 1.68 -4.31 4.45
H 4.14 -3.22 0.61
H 7.87 -1.14 3.49
H -5.99 -1.07 -7.05
H 5.58 -0.64 0.64
H -3.74 1.26 -3.88
H -2.15 1.76 -0.22
H -5.64 -0.48 -4.59
H -0.11 6.10 1.27
H 1.17 5.83 -0.69
H -3.01 -1.64 -4.64
H 0.17 2.31 0.72
H -2.32 5.75 -5.14
H 3.13 -2.28 4.84
H -2.42 5.16 1.65
H -1.91 3.63 1.05
H 3.12 3.38 2.92
H -0.09 1.58 4.11
H -2.06 -0.85 -0.99
H -1.78 1.68 -6.82
H -2.36 0.80 -4.91
H 2.79 4.11 -1.32
H 6.22 1.73 -0.24
H -6.32 -2.57 3.08
H 5.07 -1.81 3.06
H 2.32 -1.94 1.84
H 2.83 4.14 0.74
H -3.80 -3.47 1.05
H -7.44 -0.47 -6.19
H 0.62 -5.26 1.09
H 6.51 -1.45 4.97
H -1.97 4.99 -0.08
H -2.74 2.57 -8.00
H 8.27 -2.84 1.85
H 1.62 4.03 3.51
H 3.09 -5.41 1.39
H -1.19 0.61 6.39
H 7.19 1.87 1.26
H -0.37 -0.10 2.36
H 1.13 -6.84 1.65
H -1.09 -3.79 0.77
H 7.60 -1.87 0.57
H -2.72 0.81 -8.04
H 4.81 0.72 1.40
H -1.58 -2.21 3.12
H -0.17 4.76 -1.15
H -3.74 0.00 0.99
H 2.01 -1.35 3.84
H -4.06 2.54 -5.89
H 5.87 0.22 5.20
H 4.87 -1.24 5.47
H -4.06 -1.15 -3.29
H -2.91 4.93 -2.63
H -2.21 -1.83 5.73
H -5.63 -0.87 -0.69
H 1.51 2.91 -1.55
H -0.57 3.93 -6.13
H -0.23 4.79 2.44
H 0.63 -3.34 3.41
H 3.05 -2.21 -0.35
H 2.92 -5.81 3.06
H 6.50 -2.63 1.69
H -6.55 0.56 -7.29
H -4.73 -3.46 -1.19
H 7.51 0.62 0.03
H 2.13 5.47 1.68
H -0.23 2.24 -4.36
H -0.63 -3.85 -1.88
H 0.46 -1.68 -0.47
```

Computed properties:
SMILES string = c1cc[nH]c1.c1cc[nH]c1.c1cc[nH]c1.c1cc[nH]c1.c1cc[nH]c1.CCN(CC)CC.CCN(CC)CC.CCN(CC)CC.CCN(CC)CC
ΔE to the lowest compared entry with this formula, charge and spin = 0.0000 eV
molecular weight = 740.23 g/mol
F_max = 1.5 eV/Å
highest occupied orbital energy = -8.0 eV
multiplicity = 1
total charge = 0